Density functional theory data (ωB97M-V with the def2-TZVPD basis set) for a gas-phase ion, C9H13ClNS (charge +1).

Its energy above the lowest of the compared OMol25 structures with the same formula, charge and spin is 5.8988 eV. Its charge is +1. For the strongest force on any atom, the calculation gives 6.2 eV/Å. The highest occupied orbital energy (alpha / beta) comes out at -12.21 / -12.21 eV. The value obtained for the orbital gap (alpha / beta) is 0.236 / 0.236 Ha. The calculated total energy is -34378.5515 eV.

Positions of all 25 atoms, in Å:
C: -4.05 -0.88 -0.01
C: -3.17 -1.96 -0.41
C: -4.00 0.37 0.34
C: 2.82 0.28 0.38
C: 2.36 0.22 -1.06
C: 1.89 1.12 1.18
C: 1.03 -0.40 -1.16
C: 0.42 0.54 1.18
C: -0.03 0.41 -0.37
N: -1.27 -0.27 -0.35
S: -1.49 -1.76 -0.72
Cl: -4.18 1.87 0.74
H: -5.10 -1.24 0.09
H: -3.53 -2.91 -0.61
H: 2.71 -0.65 0.90
H: 3.84 0.61 0.48
H: 2.36 1.13 -1.45
H: 3.36 -0.21 -1.58
H: 2.32 1.24 2.16
H: 1.96 2.01 0.58
H: 0.72 -0.48 -2.19
H: 1.01 -1.35 -0.54
H: 0.33 -0.48 1.53
H: -0.13 1.37 1.70
H: -0.18 1.45 -0.83